DFT (ωB97M-V with the def2-TZVPD basis set) results for one molecule with the formula C5H7NO.

Structure (XYZ):
```
14
Properties=species:S:1:pos:R:3
O 2.28409 -1.90561 0.69856
N 1.73295 0.32831 0.35250
C 0.53736 1.05080 0.20062
C 1.49130 -1.03542 0.41543
C 0.10368 -1.14152 -0.18949
C -0.49595 0.23503 -0.04382
C -1.93409 0.63141 -0.22616
H 2.63829 0.72270 0.53677
H -2.17791 0.79667 -1.28227
H 0.55305 2.13198 0.25542
H 0.56094 -1.23391 -1.19668
H -2.63234 -0.12528 0.15164
H -0.50931 -2.01885 0.01875
H -2.15208 1.56369 0.30872
```

Computed properties:
Total charge: 0
Max |F|, eV/A: 1.0
E_LUMO, eV: 0.8098
Energy relative to the best compared isomer or geometry (same formula, charge and spin), kJ/mol: 38.7
SMILES: CC1=CNC(=O)C1
Gap between HOMO and LUMO, eV: 9.1632